Record 1
The following is a quantum chemistry calculation of an isolated molecule of CH3NO2 in a non-equilibrium geometry, from the OMol25 dataset.

```
7
Properties=species:S:1:pos:R:3:forces:R:3:lowdin_charge:R:1
C -0.248 -0.262 0.204 -0.7 2.3 -2.0 -0.485
N -1.316 0.036 -0.683 -1.2 -0.4 -1.2 0.081
O -1.268 0.542 0.659 0.0 -0.5 2.8 -0.012
O 0.925 0.343 -0.035 1.1 1.1 -0.1 0.078
H -0.096 -1.256 0.446 -0.6 -2.0 1.1 0.135
H -1.204 0.925 -1.162 0.9 -0.3 -0.7 0.105
H 1.631 -0.224 0.256 0.5 -0.1 0.2 0.098
```
Positions in Å, forces in eV/Å.

As for the lowest unoccupied orbital energy: 0.0241 Ha. The value obtained for the HOMO energy is -9.51 eV. The calculation puts the orbital gap at 10.2 eV. As for the spin multiplicity: 1. Its largest force on an atom is 3.11 eV Å⁻¹. As for the charge: 0. The value obtained for the relative energy (zero: lowest compared OMol25 entry of this formula, charge and spin) is 382.0 kJ/mol. The value obtained for the molar mass is 61.0 g/mol.



Record 2
The following is a quantum chemistry calculation of a cluster of 7 separate species, H14O6S2 in total, from the OMol25 dataset.

```
22
Properties=species:S:1:pos:R:3:forces:R:3:lowdin_charge:R:1
S -5.112 2.258 -0.474 0.6 -0.2 0.4 0.246
S -3.487 1.201 0.345 -0.2 0.3 -0.4 0.231
H -5.866 2.060 0.611 -0.2 0.0 -0.1 -0.215
H -3.427 0.252 -0.602 -0.1 -0.1 0.1 -0.209
H 2.771 0.490 -0.752 -0.2 0.1 0.0 0.027
H 3.281 1.339 -1.881 0.0 0.0 -0.2 0.043
O 2.815 0.513 -1.715 0.1 -0.1 0.3 -0.058
H 1.238 -1.646 -1.968 0.2 0.0 0.0 0.038
H 2.267 -2.239 -1.028 -0.3 -0.2 -0.3 0.050
O 1.453 -2.468 -1.505 0.1 0.4 0.2 -0.061
H -0.119 -2.571 1.382 -0.1 0.1 -0.1 0.047
H -0.768 -1.638 0.359 0.0 -0.3 0.0 0.025
O -0.656 -1.772 1.307 0.1 0.1 -0.1 -0.056
H -1.281 -3.682 -3.072 0.2 0.0 0.1 0.031
H 0.196 -3.213 -3.105 -0.2 -0.3 0.1 -0.006
O -0.527 -3.549 -3.654 0.1 0.2 -0.1 -0.060
H 0.401 0.242 0.811 -0.3 0.5 0.2 0.005
H -0.501 1.488 0.584 0.3 -0.2 0.1 -0.002
O 0.409 1.215 0.774 0.0 -0.3 -0.1 -0.074
H 1.779 3.461 4.181 -0.3 0.2 0.1 0.032
H 3.044 4.060 4.676 -0.1 0.3 0.2 0.033
O 2.089 4.197 4.726 0.4 -0.5 -0.3 -0.065
```
Positions in Å, forces in eV/Å.

As for the lowest unoccupied orbital energy: -0.0067 Ha. The value obtained for the HOMO energy is -9.49 eV. The calculation puts the orbital gap at 9.3 eV. As for the spin multiplicity: 1. Its largest force on an atom is 0.72 eV Å⁻¹. As for the charge: 0. The value obtained for the relative energy (zero: lowest compared OMol25 entry of this formula, charge and spin) is 118.1 kJ/mol. The value obtained for the molar mass is 174.2 g/mol.



Record 3
The following is a quantum chemistry calculation of a cluster of 7 separate species, C17H45FN2O7P in total in a non-equilibrium geometry, from the OMol25 dataset.

```
73
Properties=species:S:1:pos:R:3:forces:R:3:lowdin_charge:R:1
C 3.599 -0.207 3.349 0.3 -0.5 -0.2 -0.118
C 4.174 -0.726 1.965 0.2 0.1 0.7 -0.233
C 3.552 -0.002 0.702 -0.4 -0.6 0.8 -0.189
C 2.549 -0.905 -0.150 1.0 1.6 0.3 -0.173
C 1.618 0.057 -0.995 0.4 -1.2 -0.7 -0.168
C 0.079 -0.130 -0.740 0.5 -0.1 -0.3 -0.179
C -0.504 0.757 0.450 0.7 -0.6 0.4 -0.382
P -0.187 2.573 0.084 -1.9 1.4 1.2 0.984
C 1.443 3.188 0.775 0.8 0.1 -1.1 -0.267
C -0.416 2.997 -1.722 0.4 -0.1 -0.8 -0.258
C 0.101 0.337 1.857 2.7 -1.6 -0.4 -0.235
F -0.032 1.219 2.911 -0.7 -0.6 -0.5 0.016
C -0.536 -1.119 2.051 -1.7 2.6 -0.5 0.135
N -1.658 -1.041 1.416 0.9 -1.5 1.0 0.149
C -2.000 0.299 0.787 -1.8 -2.2 -0.5 -0.349
C -2.848 -0.189 -0.481 0.3 0.5 0.5 -0.157
O -4.170 -0.503 -0.059 0.5 0.8 -0.8 -0.190
C -5.154 -0.219 -1.061 -1.0 -0.2 -0.3 -0.093
N -2.697 0.941 1.892 1.9 2.2 -1.8 0.131
C -3.146 2.148 1.650 0.4 0.6 0.7 -0.289
C -4.262 2.550 0.639 -0.1 -0.4 0.8 -0.011
C -2.558 3.330 2.515 -1.2 0.0 -0.5 -0.051
H 3.337 0.878 3.343 0.1 -0.8 -0.1 0.068
H 2.710 -0.825 3.637 0.5 0.7 -0.1 0.059
H 4.363 -0.363 4.153 -0.7 0.1 -0.6 0.077
H 5.288 -0.609 2.032 -1.0 0.0 -0.4 0.107
H 4.010 -1.837 1.963 0.1 1.0 -0.4 0.082
H 2.960 0.872 1.079 0.6 -0.6 -0.3 0.061
H 4.376 0.418 0.077 -0.8 -0.4 0.2 0.122
H 1.936 -1.550 0.518 0.6 0.4 -0.4 0.065
H 3.202 -1.539 -0.799 -0.9 0.3 0.5 0.100
H 1.794 -0.216 -2.072 -0.2 0.4 0.9 0.118
H 1.990 1.100 -0.884 -0.6 -0.6 0.0 0.083
H -0.081 -1.239 -0.598 0.0 1.0 0.0 0.119
H -0.438 0.104 -1.716 0.3 0.0 1.6 0.069
H 2.261 3.093 0.008 -0.6 -0.1 0.9 0.044
H 1.330 4.292 0.936 -0.1 -1.1 0.0 0.050
H 1.750 2.698 1.729 -0.4 0.4 -0.8 0.035
H -1.396 3.521 -1.870 0.8 -0.6 0.4 0.039
H 0.359 3.725 -2.085 -0.5 -0.7 0.6 0.061
H -0.384 2.135 -2.431 0.1 0.5 0.5 0.030
H 1.197 0.101 1.884 -0.7 0.6 -0.7 0.119
H -0.111 -1.998 2.575 -0.5 0.7 -0.4 0.162
H -2.336 -1.800 1.290 0.3 0.2 0.3 0.186
H -2.412 -1.136 -0.896 0.0 1.1 0.1 0.127
H -2.792 0.648 -1.221 -0.2 -0.8 0.4 0.119
H -5.578 -1.163 -1.494 0.4 0.7 0.5 0.102
H -5.976 0.364 -0.582 0.5 -0.6 -0.4 0.091
H -4.777 0.387 -1.921 0.0 -0.3 0.7 0.092
H -4.695 3.515 1.003 0.6 -0.6 -0.7 0.092
H -5.087 1.798 0.730 0.9 0.5 -0.1 0.077
H -3.941 2.584 -0.427 -0.1 0.2 0.8 0.089
H -3.101 3.473 3.479 0.3 -0.2 -0.6 0.092
H -1.470 3.220 2.682 -0.9 -0.3 0.0 0.044
H -2.707 4.251 1.889 0.1 -0.7 0.7 0.082
O -1.621 -0.471 -3.238 -0.4 -0.2 -0.4 -0.061
H -2.568 -0.487 -3.420 0.0 -0.1 0.0 0.054
H -1.346 -1.388 -3.360 0.1 0.1 -0.1 0.078
O 4.022 -1.816 -3.314 -0.1 -0.1 0.0 -0.055
H 4.195 -2.607 -2.796 0.0 0.0 0.0 0.027
H 3.926 -2.144 -4.214 0.0 0.1 0.0 0.042
O 1.594 -3.921 0.544 -0.2 -0.2 0.1 -0.043
H 2.293 -4.080 1.193 0.2 0.0 -0.2 0.040
H 0.954 -3.386 1.019 0.0 0.0 0.0 0.001
O -2.472 2.256 -4.634 -0.1 -0.1 0.1 -0.053
H -2.295 1.451 -4.138 0.3 0.0 -0.1 -0.020
H -2.563 1.958 -5.544 0.0 0.1 0.0 0.046
O -0.345 -5.529 -1.731 -0.1 0.3 0.2 -0.059
H -1.209 -5.652 -1.325 0.0 -0.1 -0.1 0.030
H 0.196 -5.154 -1.024 0.2 -0.1 0.0 -0.002
O 4.874 -4.055 0.836 -0.3 -0.2 0.1 -0.049
H 5.056 -4.842 1.362 0.1 0.0 0.0 0.049
H 4.780 -4.391 -0.061 0.0 0.0 0.0 0.042
```
Positions in Å, forces in eV/Å.

As for the lowest unoccupied orbital energy: -0.1501 Ha. The value obtained for the HOMO energy is -10.38 eV. The calculation puts the orbital gap at 6.3 eV. As for the spin multiplicity: 1. Its largest force on an atom is 3.48 eV Å⁻¹. As for the charge: +1. The value obtained for the relative energy (zero: lowest compared OMol25 entry of this formula, charge and spin) is 0.0 kJ/mol. The value obtained for the molar mass is 439.5 g/mol.



Among the records above, which one has the lowest relative energy (zero: lowest compared OMol25 entry of this formula, charge and spin)?
C17H45FN2O7P



Among the records above, which one has the highest HOMO?
H14O6S2



The lowest lowest unoccupied orbital energy belongs to which entry?
C17H45FN2O7P



Copy entry 1 word for word.
The following is a quantum chemistry calculation of an isolated molecule of CH3NO2 in a non-equilibrium geometry, from the OMol25 dataset.

```
7
Properties=species:S:1:pos:R:3:forces:R:3:lowdin_charge:R:1
C -0.248 -0.262 0.204 -0.7 2.3 -2.0 -0.485
N -1.316 0.036 -0.683 -1.2 -0.4 -1.2 0.081
O -1.268 0.542 0.659 0.0 -0.5 2.8 -0.012
O 0.925 0.343 -0.035 1.1 1.1 -0.1 0.078
H -0.096 -1.256 0.446 -0.6 -2.0 1.1 0.135
H -1.204 0.925 -1.162 0.9 -0.3 -0.7 0.105
H 1.631 -0.224 0.256 0.5 -0.1 0.2 0.098
```
Positions in Å, forces in eV/Å.

As for the lowest unoccupied orbital energy: 0.0241 Ha. The value obtained for the HOMO energy is -9.51 eV. The calculation puts the orbital gap at 10.2 eV. As for the spin multiplicity: 1. Its largest force on an atom is 3.11 eV Å⁻¹. As for the charge: 0. The value obtained for the relative energy (zero: lowest compared OMol25 entry of this formula, charge and spin) is 382.0 kJ/mol. The value obtained for the molar mass is 61.0 g/mol.